# 1
115
Properties=species:S:1:pos:R:3:forces:R:3:mulliken_spin:R:1 method="wB97M-V/def2-TZVPD" total_charge=0 s_squared=3.81 lumo_energy_ev="-0.57 / -0.58" orbital_gap_ha="0.2056 / 0.2612" multiplicity=4
V 2.03528 -1.10753 -0.99672 0.5577 0.8968 -0.5175 2.115
C 3.42093 -4.54754 1.50799 0.0016 -0.0020 -0.0293 0.004
C 3.11156 -3.28930 2.25902 -0.0062 -0.0438 0.2727 -0.058
N 3.09916 -3.32827 3.59102 -0.0145 0.0027 -0.0949 0.146
C 2.88519 -2.18069 4.25433 -0.0546 0.0187 0.0643 -0.052
C 2.72818 -0.94241 3.67444 -0.0195 -0.0217 -0.0300 0.050
C 2.61019 0.29445 4.51423 0.0483 -0.0059 0.0369 0.012
O 3.87020 0.93367 4.73545 -0.0461 0.0555 -0.0599 0.006
C 2.77713 -0.86230 2.25468 0.0235 0.0244 0.1227 0.045
C 2.82098 0.36567 1.55810 -0.0088 -0.1607 0.0902 0.279
N 3.09255 0.47108 0.23006 -0.2602 0.0100 -0.3512 0.115
C 3.78754 1.59106 -0.17488 0.0158 -0.0333 0.0411 -0.073
C 4.17191 2.65152 0.67542 -0.1098 -0.0315 0.0289 0.076
C 4.84088 3.76667 0.20695 0.0717 0.0980 -0.0336 -0.033
C 5.19907 3.88659 -1.12723 0.0703 0.0059 0.0366 0.063
C 4.90649 2.83174 -1.98099 0.0672 -0.0486 0.0180 -0.028
C 4.23339 1.72596 -1.50198 0.3296 0.0053 0.0491 0.035
I 3.90415 0.14712 -2.81228 -0.1251 -0.3164 0.0395 -0.014
C 2.89040 -2.09351 1.58035 0.0596 0.2863 -0.4289 0.127
O 2.74771 -2.09425 0.24429 0.3193 -1.4294 1.1248 0.007
H 3.25186 -5.40611 2.15376 0.0011 0.0063 -0.0006 -0.001
H 4.47086 -4.54552 1.20473 0.0053 0.0034 -0.0065 -0.003
H 2.81619 -4.63763 0.60649 0.0094 0.0016 0.0048 -0.005
H 2.85516 -2.26320 5.33675 0.0030 0.0007 -0.0024 -0.001
H 2.22289 0.04661 5.50247 0.0303 -0.0247 -0.0063 0.002
H 1.91142 1.00338 4.05626 -0.0737 0.0045 0.0301 0.006
H 4.35308 0.93091 3.90161 0.0298 -0.0457 0.0227 0.004
H 2.72931 1.26700 2.15154 -0.0097 0.0028 0.0219 0.156
H 3.94338 2.60694 1.73023 0.0306 0.0250 -0.0152 0.015
H 5.09310 4.55410 0.90659 0.0025 -0.0016 -0.0018 -0.001
H 5.72863 4.75621 -1.49133 0.0004 -0.0005 0.0027 0.003
H 5.21799 2.86670 -3.01711 0.0105 -0.0074 -0.0129 -0.001
C -0.79182 -2.05669 2.68130 0.0136 0.1826 0.0045 0.001
C -1.83340 -1.02673 3.11913 -0.0366 -0.0879 -0.0516 -0.006
C -1.42230 0.42994 2.96053 0.1022 0.1029 -0.0572 0.002
Sb -0.70882 1.05509 0.99619 0.0265 0.5515 0.5709 0.024
C -0.78383 3.12783 1.52875 -0.0395 0.0488 0.0714 -0.015
C -1.95160 3.88446 1.51913 0.0034 0.0466 -0.0645 -0.002
C -1.93113 5.21884 1.90566 -0.0186 0.0065 -0.0048 0.000
C -0.74443 5.81259 2.31379 -0.0022 0.0097 -0.0035 0.000
C 0.42596 5.06767 2.33255 -0.0095 -0.0084 -0.0189 0.003
C 0.40114 3.73598 1.93823 0.0171 -0.0151 0.0000 0.028
C -2.60580 0.92196 0.00434 -0.0285 0.4102 -0.0672 0.026
C -2.65165 1.09328 -1.38056 -0.2898 0.8533 0.5527 -0.009
C -3.85435 0.98936 -2.06802 -0.2401 0.5971 0.2015 -0.002
C -5.02841 0.70697 -1.38384 0.1015 1.0176 0.0924 0.001
C -4.99613 0.53240 -0.00827 0.0399 0.5983 0.3143 0.000
C -3.79298 0.63953 0.67771 -0.2167 0.3033 0.0148 -0.001
Sb -0.61007 -2.21351 0.54630 0.2131 -0.7104 -0.2433 0.004
C -0.36711 -4.33200 0.44739 0.0166 -0.0368 0.0605 -0.009
C 0.22807 -5.06189 1.46955 -0.0790 -0.0241 0.0490 -0.001
C 0.36536 -6.44178 1.36288 0.0021 0.0147 -0.0017 -0.002
C -0.08288 -7.09875 0.22805 -0.0058 0.0074 -0.0109 0.000
C -0.67326 -6.37512 -0.80123 0.0151 -0.0206 0.0120 -0.001
C -0.81436 -5.00142 -0.68995 -0.0013 0.0306 -0.0309 0.002
C -2.70211 -2.32942 0.13830 -0.1501 -0.0823 -0.2191 0.026
C -3.51487 -3.14392 0.92574 0.0485 0.0083 0.0296 -0.003
C -4.85919 -3.29610 0.62427 -0.0727 0.0743 0.0151 0.000
C -5.40557 -2.64262 -0.47476 0.0288 -0.1111 0.0133 0.000
C -4.60519 -1.83248 -1.26313 0.2102 -0.9557 -0.2691 0.000
C -3.25942 -1.67392 -0.95207 0.2346 -0.9959 -0.3567 -0.007
H -1.05706 -3.04828 3.04988 0.0238 -0.0239 -0.0346 0.002
H 0.20092 -1.80742 3.06231 -0.0055 -0.0268 0.1076 0.003
H -2.06983 -1.22029 4.17093 -0.0629 0.0574 0.0088 -0.001
H -2.75354 -1.19237 2.55150 -0.0076 -0.0911 0.1689 0.000
H -0.58702 0.66601 3.62681 0.0314 0.0098 0.0056 -0.003
H -2.24032 1.09712 3.24045 0.0029 0.0116 0.0090 0.001
H -2.88550 3.44033 1.19245 -0.0004 -0.0220 0.0162 0.000
H -2.84750 5.79607 1.89067 0.0037 0.0069 -0.0043 0.000
H -0.73289 6.85179 2.61718 -0.0012 0.0002 0.0027 0.000
H 1.35635 5.52075 2.65349 0.0014 0.0021 0.0039 0.000
H 1.32589 3.16524 1.95209 0.0070 -0.0040 -0.0216 -0.023
H -1.74180 1.33262 -1.91820 -0.3471 0.2551 0.5516 0.007
H -3.87586 1.13366 -3.14219 -0.1102 -0.0014 0.0291 0.000
H -5.96526 0.62290 -1.92050 -0.0062 0.0487 0.0108 0.000
H -5.90732 0.30834 0.53240 0.0247 -0.0268 -0.0068 0.000
H -3.79043 0.49527 1.75108 -0.0262 0.0158 -0.0252 0.000
H 0.59350 -4.56782 2.36375 0.0018 0.0103 -0.0032 0.001
H 0.82935 -6.99831 2.16786 0.0004 -0.0028 0.0011 0.000
H 0.02762 -8.17232 0.14275 -0.0028 -0.0018 0.0005 0.000
H -1.02311 -6.88095 -1.69244 -0.0007 0.0018 -0.0032 0.000
H -1.28573 -4.45149 -1.49833 0.0062 0.0052 0.0057 0.003
H -3.09693 -3.67772 1.77243 0.0053 -0.0203 -0.0007 0.000
H -5.48010 -3.93470 1.24006 -0.0035 -0.0024 0.0034 0.000
H -6.45454 -2.76776 -0.71187 -0.0205 -0.0150 -0.0053 0.000
H -5.02488 -1.31216 -2.11543 0.1243 -0.5776 0.0280 0.000
H -2.64970 -1.02415 -1.56554 -0.1262 -0.6652 0.0968 0.003
Cl 0.40210 0.28615 -2.04588 -0.5445 -2.3630 -1.0425 -0.024
C -0.51523 -0.78687 -3.10351 0.4936 -0.1504 0.2360 0.011
C -1.64641 -0.24464 -3.68142 0.1921 -0.1153 -0.5155 -0.002
C -2.41424 -1.05496 -4.49988 0.0595 -0.0272 0.0258 0.004
C -2.02948 -2.36998 -4.71236 -0.0271 0.0117 -0.0090 -0.001
C -0.87860 -2.86850 -4.12662 0.0359 -0.0606 0.0162 0.012
Cl -0.44546 -4.51373 -4.45355 -0.0043 -0.0304 -0.0077 0.000
C -0.05857 -2.09136 -3.29186 -0.1324 -0.1436 -0.0926 -0.007
S 1.40735 -2.73527 -2.58168 -0.1216 0.1265 -0.2623 -0.041
H -1.92351 0.78029 -3.47329 0.2495 -0.4248 -0.5903 -0.001
H -3.31328 -0.66870 -4.95955 -0.0157 -0.0016 -0.0303 0.001
H -2.61804 -3.02268 -5.34175 -0.0019 -0.0085 0.0030 0.000
C 0.48452 2.45172 -4.52792 0.1164 -0.0335 -0.0733 0.001
C 1.49913 3.31108 -3.79163 -0.0085 0.0467 -0.0049 0.000
S 1.51148 2.90182 -2.01261 -0.2397 0.6544 -0.0450 0.002
O 0.10793 2.54475 -1.63079 -0.3790 2.2888 0.4364 0.000
C 1.79845 4.56654 -1.36533 0.0497 0.0556 0.0545 -0.003
C 0.57000 5.45459 -1.45098 -0.0120 -0.0367 -0.0140 0.000
H 0.81409 1.41312 -4.59091 -0.0218 0.0489 -0.0266 0.001
H -0.47455 2.47288 -4.01132 0.0092 0.0736 -0.0348 -0.001
H 0.34621 2.82795 -5.54123 -0.0057 -0.0098 -0.0069 0.000
H 1.29680 4.37441 -3.92008 -0.0532 -0.0233 0.0179 0.000
H 2.51817 3.10586 -4.12684 0.0172 0.0643 -0.0339 0.000
H 2.66946 4.95299 -1.89814 -0.0173 0.0325 0.0158 -0.001
H 2.09052 4.40748 -0.32768 -0.0026 -0.0159 0.0140 0.002
H 0.36210 5.77839 -2.47133 -0.0126 -0.0118 -0.0014 0.000
H 0.71932 6.34276 -0.83726 0.0177 0.0091 -0.0150 0.000
H -0.30116 4.92087 -1.07030 0.0046 0.0101 0.0233 0.000

---

# 2
9
Properties=species:S:1:pos:R:3:forces:R:3:mulliken_charge:R:1 method="wB97M-V/def2-TZVPD" total_charge=0 lumo_energy_ev=0.82 orbital_gap_ha=0.3708 smiles=ClC1(Cl)CC1
C 0.75920 0.04936 -0.79609 -4.4333 0.8029 3.3359 -0.650
C 0.46029 0.03308 0.64852 0.5247 -2.8761 2.2269 -0.415
C -0.81180 -0.20638 -0.00615 1.0963 2.0226 -2.0411 0.287
Cl -1.68906 1.34965 -0.07296 -0.4641 -0.3737 -0.2098 -0.206
Cl -1.89738 -1.57958 0.04577 1.0541 0.3603 -0.0752 -0.159
H 0.78430 1.02983 -1.14240 0.2317 1.0540 -1.3844 0.279
H 1.10954 -0.79232 -1.20285 1.5444 -2.6929 -1.8315 0.336
H 0.78783 -0.78662 1.30957 0.2353 0.0855 -0.6747 0.254
H 0.49707 0.90298 1.21659 0.2110 1.6176 0.6537 0.274

---

# 3
68
Properties=species:S:1:pos:R:3:forces:R:3:mulliken_charge:R:1 method="wB97M-V/def2-TZVPD" total_charge=-2 lumo_energy_ev=4.68 orbital_gap_ha=0.3072
O -1.07193 0.71190 1.33185 -0.8393 -0.4958 -0.2175 -0.291
C -0.88093 -0.09310 0.19585 1.8447 1.4818 0.1949 1.437
C 0.62907 -0.32910 0.13485 0.7558 -2.2680 -0.8245 2.632
O 1.12507 -1.15510 -0.92715 -0.5793 0.9337 1.0146 -0.559
H -1.23493 0.42290 -0.69715 -0.1132 -0.3301 -0.4822 0.407
H -1.38493 -1.02010 0.33785 -0.3327 -1.0029 -0.2550 -1.070
H 0.92207 -0.73810 1.12485 -0.1246 -0.0570 -0.4096 -1.129
H 1.24007 0.53990 0.02385 -0.2771 1.3357 0.4755 -1.128
O -1.37293 1.02290 -3.90215 0.5906 -0.9061 -1.4788 -0.773
H -2.03593 0.85890 -3.25715 -1.3791 -0.3052 0.6427 0.222
H -0.98293 1.84290 -3.61015 0.4518 0.9218 0.1799 0.547
O 2.62107 2.55990 0.83685 0.1538 0.1477 -0.6522 -0.716
H 2.88507 1.89390 0.18185 0.2040 0.3152 0.3922 0.356
H 1.86107 2.21990 1.32885 0.1994 -0.0769 0.5303 0.664
O -1.95893 2.54690 3.04785 -0.1367 0.3303 0.3685 -0.765
H -1.59093 1.94790 2.38085 -0.2353 -0.2686 -0.2773 0.217
H -1.16193 2.88690 3.45685 0.1950 0.1238 0.1830 0.363
O 0.94507 1.37990 2.74485 0.6046 1.3816 1.4294 -0.924
H 0.23907 1.05990 2.19085 -1.1380 -0.4097 -0.8240 0.240
H 1.70807 0.84690 2.54685 1.0156 -0.5852 -0.0389 0.474
O -0.06293 3.12090 -2.86515 -0.5716 0.8479 -0.9244 -0.918
H 0.58907 2.43290 -3.02315 0.3920 -0.2540 0.4104 0.398
H -0.33693 2.99390 -1.93915 0.5601 0.0187 0.1456 0.446
O -1.34393 -3.53810 2.35785 -1.3914 -0.4872 -0.1786 -0.745
H -1.04193 -2.66210 2.67085 -0.2568 -0.2315 0.2586 0.402
H -2.32693 -3.52110 2.41185 1.1464 0.1202 -0.0117 0.268
O 3.80207 2.30290 -1.75015 -1.7098 -0.0963 1.8146 -0.635
H 4.39807 2.32190 -2.44915 1.4557 -0.1237 -1.9248 0.278
H 3.11507 1.63190 -1.94815 0.2267 0.3922 -0.2433 0.299
O 1.93807 -2.44610 2.95285 0.2883 -0.7376 -1.5870 -0.764
H 1.08507 -2.00910 2.93285 -0.7011 0.1287 0.0254 0.431
H 2.26707 -2.19210 3.78285 0.8413 0.3994 1.8389 0.283
O -0.44793 -1.27210 3.21385 -0.2210 0.0858 0.5540 -0.758
H -0.61893 -0.72610 2.41085 -0.3098 0.9255 0.7074 0.479
H -0.84693 -0.86510 4.00885 0.2571 0.0647 -1.0779 0.242
O -3.49793 -0.40010 1.95785 0.1539 -1.2476 -0.0629 -0.821
H -3.79493 0.48390 2.14885 0.0884 0.5878 0.0017 0.310
H -2.57593 -0.30310 1.63385 -0.6094 0.6000 0.5389 0.173
O -3.17393 -2.56310 -0.59815 -1.1055 -0.5737 -0.3884 -0.659
H -3.44693 -2.74010 0.29785 -0.1971 0.0613 0.4278 0.359
H -2.40093 -2.02810 -0.50115 0.8178 0.3088 -0.3987 0.479
O -0.24793 -3.33410 -0.38215 0.8415 -1.2094 -1.7270 -0.774
H -0.77893 -3.16110 0.34385 -1.7876 -0.2320 2.4360 0.321
H 0.32307 -2.56910 -0.39415 1.0514 0.6058 -0.6103 0.195
O -0.57993 -1.65610 -2.91615 -0.4377 -0.5475 -0.6697 -0.794
H -0.10393 -1.52310 -2.08115 0.1985 0.1516 0.0955 0.165
H -0.81193 -0.79210 -3.27215 0.1820 0.3207 -0.0154 0.479
O 2.41307 -3.11810 -2.27915 -0.0522 -1.3491 -2.3063 -0.748
H 1.99207 -2.38810 -1.84315 -0.7170 0.8063 0.8496 0.214
H 1.78407 -3.34010 -3.02315 0.8994 0.4474 1.4055 0.319
O 3.77007 -0.46210 -0.58915 2.6950 0.4042 -0.9231 -0.752
H 2.86207 -0.65010 -0.59615 -3.1333 -0.9720 0.1421 -0.073
H 3.97907 -0.73210 -1.50015 0.3447 0.1415 0.5407 0.388
O 3.25907 -0.08910 2.05285 -0.3574 0.3538 1.6744 -0.774
H 2.88107 -0.96110 2.22685 0.1428 -0.3846 -0.3445 0.416
H 3.61107 -0.07110 1.17585 0.5046 -0.2231 -0.9567 0.414
O -3.65593 0.95990 -2.46415 -0.3620 -0.4638 -3.3100 -0.665
H -3.50893 1.15790 -1.58515 -0.0097 0.5674 3.4123 0.405
H -4.55593 0.66590 -2.59815 -0.0072 -0.1287 0.3312 0.269
O 1.40007 0.82390 -2.57815 0.9123 0.2288 -0.4053 -0.526
H 1.18507 0.13690 -1.89815 -0.1489 -0.6524 0.2624 0.138
H 1.72907 0.24390 -3.27515 -0.2046 0.1146 -0.2101 0.167
O -3.30093 1.94990 0.27385 -3.3587 0.9555 -0.9156 -0.855
H -3.04393 2.75990 -0.14215 0.5369 0.6854 -0.1378 0.335
H -2.55993 1.43990 0.46585 2.6474 -1.3131 1.0163 0.061
O -0.01493 2.75890 -0.30915 0.7638 -0.1861 0.1176 -0.867
H 0.85007 2.27890 -0.18315 -1.2179 1.1422 -0.2502 0.096
H -0.65293 2.24390 0.19285 0.0595 -0.3189 0.6215 0.697

---

Computed energy relative to the best compared isomer or geometry (same formula, charge and spin) (kcal/mol) in order:
89.6; 37.5; 22.2
Computed DFT total energy (Ha) in order:
-5748.0710; -1037.0120; -1757.9441